Record 1
The following is a DFT calculation (ωB97M-V/def2-TZVPD) of a 2-piece molecular cluster, C8H15O2S overall in a non-equilibrium geometry.

## Properties
maximum force	6.26	eV Å⁻¹
multiplicity	1
LUMO level	3.57	eV
energy relative to the best compared isomer or geometry (same formula, charge and spin)	0.0	kJ/mol
E	-862.44982	hartree
E_HOMO	-3.323	eV
net charge	-1

```
26
Properties=species:S:1:pos:R:3:forces:R:3
C 0.491 -3.870 0.162 -3.365 4.177 0.074
C -1.353 2.214 0.526 -2.417 -0.401 -0.366
C -0.047 1.093 -1.376 0.299 -4.053 4.764
C -0.134 2.443 1.254 1.514 -1.562 -0.786
C 1.184 1.176 -0.485 -0.143 0.956 0.222
C -1.301 0.978 -0.426 0.936 1.978 -1.062
C 1.014 1.969 0.787 1.745 1.396 -0.301
C -1.398 -0.323 0.297 0.633 -1.220 -1.478
O 1.681 -1.619 0.628 -0.300 -0.963 -2.020
O 2.421 -2.806 -1.473 1.267 -0.827 -0.746
S 1.278 -2.311 -0.720 -1.348 0.611 3.511
H -0.238 -4.387 -0.456 -0.124 0.010 -0.166
H -0.021 -3.368 1.094 1.102 -1.309 -1.739
H -2.212 2.152 1.272 0.710 -0.252 -0.962
H -1.545 3.147 -0.017 -0.346 -0.152 -0.391
H -0.080 1.890 -1.961 -0.518 3.336 -2.995
H 0.177 0.123 -1.832 -0.863 0.323 -0.866
H -0.253 2.797 2.216 0.310 1.212 1.866
H 1.282 -4.456 0.350 2.931 -2.145 1.101
H 1.361 0.195 -0.096 0.640 -0.821 0.064
H 2.025 1.442 -1.143 0.153 0.179 0.687
H -2.102 1.108 -1.106 -1.422 -0.098 -0.574
H 1.957 2.258 1.303 -0.687 -0.629 -0.061
H -2.305 -0.235 0.922 0.513 -0.737 0.020
H -0.423 -0.454 0.834 -1.177 -0.441 0.021
H -1.463 -1.156 -0.553 -0.041 1.434 2.183
```
Positions in Å, forces in eV/Å.

These are the Mulliken partial charges, in e, on atoms 1 to 8: number 1, C, carries -1.06; number 2, C, carries -0.63; number 3, C, carries -1.04; number 4, C, carries -0.55; number 5, C, carries -0.08; number 6, C, carries 0.09; number 7, C, carries -0.48; number 8, C, carries -0.98


Record 2
The following is a DFT calculation (ωB97M-V/def2-TZVPD) of C8H15O4PS as an isolated structure in a non-equilibrium geometry.

## Properties
maximum force	10.83	eV Å⁻¹
multiplicity	3
LUMO level (alpha / beta)	0.77 / -2.77	eV
E	-1354.02280	hartree
E_HOMO (alpha / beta)	-5.847 / -9.344	eV

```
29
Properties=species:S:1:pos:R:3:forces:R:3
C -2.928 1.877 1.003 -0.403 0.159 -2.783
C -1.651 1.792 0.803 3.396 -0.068 -0.188
C -0.775 -2.206 -1.836 1.749 -6.587 -6.651
C -1.081 -1.442 -0.794 -2.915 5.495 8.865
C -1.442 -3.501 -2.195 -1.995 4.565 0.013
C 3.529 0.036 0.548 2.663 0.842 -0.431
C -0.999 1.588 -0.577 0.102 -0.457 1.371
C 1.699 2.084 1.466 0.910 -1.923 -2.672
O 1.212 -0.159 -1.219 -1.106 0.853 1.061
O 0.251 -0.375 1.225 0.350 1.021 -1.131
O 1.134 0.353 3.305 0.398 -0.024 -0.458
O 2.707 -0.392 1.593 -1.620 -0.059 1.044
P -0.026 -0.015 -0.370 0.233 -1.777 -2.352
S 1.473 0.513 1.923 -0.474 0.232 2.432
H -3.498 1.973 1.831 -0.977 0.256 3.036
H -3.537 1.941 0.117 -0.255 -0.255 -0.414
H -0.808 1.777 1.547 -1.818 0.213 -0.149
H -0.051 -1.828 -2.461 1.592 0.531 -1.565
H -1.709 -1.831 0.051 0.576 0.386 -0.827
H -1.757 -3.994 -1.344 -1.014 -1.072 1.871
H -1.045 -4.185 -2.832 1.907 -1.448 -1.889
H -2.365 -3.093 -2.753 0.367 -0.910 0.673
H 3.659 -0.799 -0.136 -0.272 0.318 -0.260
H 4.544 0.293 0.990 -1.193 -0.259 -0.452
H 3.098 0.946 0.133 0.570 -0.491 -0.579
H -0.366 2.443 -0.888 -0.065 -0.631 0.287
H -1.747 1.414 -1.348 0.050 -0.169 -0.097
H 0.911 2.615 1.858 -1.550 1.276 1.608
H 1.568 2.176 0.361 0.794 -0.017 0.638
```
Positions in Å, forces in eV/Å.

These are the Mulliken partial charges, in e, on atoms 1 to 8: number 1, C, carries -1.08; number 2, C, carries 0.26; number 3, C, carries -0.14; number 4, C, carries -0.84; number 5, C, carries -1.24; number 6, C, carries -0.45; number 7, C, carries -0.78; number 8, C, carries -1.14


Record 3
The following is a DFT calculation (ωB97M-V/def2-TZVPD) of C8H15O5Pb as an isolated structure in a non-equilibrium geometry.

## Properties
maximum force	6.13	eV Å⁻¹
multiplicity	2
LUMO level (alpha / beta)	-9.58 / -9.60	eV
energy relative to the best compared isomer or geometry (same formula, charge and spin)	0.0	kJ/mol
E	-882.02260	hartree
E_HOMO (alpha / beta)	-15.632 / -16.443	eV
net charge	+2

```
29
Properties=species:S:1:pos:R:3:forces:R:3
C -3.047 -1.154 -1.304 0.495 0.017 -0.428
O -3.128 -0.450 -0.292 -0.178 0.200 -0.380
C -2.653 -0.910 1.019 0.008 -0.426 0.645
C -2.035 0.258 1.739 -0.164 0.068 0.325
O -0.810 0.666 1.118 -2.585 0.942 -1.111
C -0.804 1.949 0.473 -0.476 0.933 -0.196
C 0.014 1.922 -0.801 0.979 0.017 -1.378
O 0.311 2.941 -1.365 -0.374 -1.235 0.606
H -2.593 -2.155 -1.263 -0.269 0.145 0.008
H -3.353 -0.691 -2.247 -0.218 -0.185 0.188
H -1.950 -1.737 0.857 -0.186 0.146 0.016
H -3.547 -1.253 1.551 0.162 0.041 -0.101
H -2.725 1.108 1.785 0.134 -0.177 0.024
H -1.824 -0.064 2.767 -0.023 0.045 -0.166
H -0.417 2.708 1.165 -0.055 -0.090 -0.226
H -1.830 2.219 0.189 0.209 0.021 0.096
O 2.330 1.172 0.747 1.463 2.384 -0.991
C 3.222 0.692 -0.205 0.696 -0.142 -1.577
C 3.308 -0.832 -0.172 1.095 0.242 -0.014
O 1.968 -1.375 -0.024 0.861 -1.295 -2.580
C 1.230 -1.550 -1.175 -0.862 -1.085 0.042
Pb 1.138 -0.129 1.531 -0.065 -2.743 5.486
H 4.249 1.083 -0.076 -0.485 -0.017 0.128
H 2.890 0.991 -1.220 0.144 0.055 0.347
H 3.855 -1.173 0.717 -0.169 -0.050 -0.213
H 3.766 -1.263 -1.072 -0.107 0.140 0.287
H 0.506 -2.348 -1.007 -0.080 0.283 -0.063
H 1.614 -1.491 -2.192 0.593 0.384 0.509
H 0.314 0.865 -1.243 -0.541 1.380 0.714
```
Positions in Å, forces in eV/Å.

These are the Mulliken partial charges, in e, on atoms 1 to 8: number 1, C, carries 0.10; number 2, O, carries -0.08; number 3, C, carries -0.45; number 4, C, carries -0.69; number 5, O, carries -0.50; number 6, C, carries -0.20; number 7, C, carries -0.02; number 8, O, carries -0.42


Record 4
The following is a DFT calculation (ωB97M-V/def2-TZVPD) of C8H16CdN2O3SbSe4 as an isolated structure.

## Properties
maximum force	0.24	eV Å⁻¹
multiplicity	1
LUMO level	2.34	eV
E	-10663.56591	hartree
E_HOMO	-4.015	eV
net charge	-1

```
35
Properties=species:S:1:pos:R:3:forces:R:3
Cd -1.460 -0.830 -1.043 -0.217 0.074 0.067
C -1.040 -2.988 2.074 -0.014 -0.018 -0.107
N 0.305 -2.537 1.718 -0.082 0.015 -0.011
C 1.053 -1.962 2.823 0.080 0.059 0.044
C 0.582 -2.260 0.442 0.049 -0.002 -0.030
O -0.140 -2.635 -0.497 0.128 0.026 0.050
C 1.850 -1.448 0.162 0.026 0.005 0.122
O 1.909 -1.018 -1.175 -0.016 0.055 -0.071
C 1.927 0.374 -1.388 -0.061 -0.064 0.016
C 0.668 0.844 -2.121 0.125 0.065 -0.029
O -0.074 0.013 -2.669 -0.066 -0.103 -0.019
N 0.431 2.156 -2.178 -0.043 0.020 0.049
C -0.892 2.612 -2.604 -0.022 -0.102 0.013
C 1.198 3.116 -1.400 0.048 -0.005 -0.004
H -1.632 -2.139 2.432 0.019 -0.005 0.039
H -0.962 -3.745 2.854 -0.046 0.003 0.013
H -1.526 -3.404 1.198 0.016 -0.031 0.019
H 0.899 -2.584 3.704 -0.036 -0.012 -0.016
H 0.697 -0.950 3.036 -0.001 -0.005 -0.014
H 2.121 -1.945 2.619 -0.007 -0.005 -0.030
H 2.731 -2.066 0.372 -0.038 -0.052 0.010
H 1.857 -0.602 0.855 0.011 0.021 -0.055
H 2.797 0.618 -2.008 0.005 0.024 0.006
H 2.010 0.913 -0.443 -0.002 0.024 0.009
H -1.303 1.905 -3.318 0.008 0.031 -0.017
H -0.792 3.593 -3.064 -0.016 0.009 -0.023
H -1.564 2.678 -1.741 0.019 0.027 0.008
H 2.263 2.898 -1.449 -0.010 -0.012 0.032
H 0.857 3.126 -0.361 0.006 -0.009 0.001
H 1.047 4.104 -1.832 -0.025 -0.006 0.001
Se -3.948 -0.778 -0.678 0.060 -0.030 -0.063
Sb -3.291 0.939 1.126 -0.025 0.037 -0.053
Se -0.736 0.796 0.913 0.087 -0.025 -0.006
Se -3.913 0.071 3.279 0.026 -0.028 0.046
Se -3.928 3.134 0.366 0.014 0.016 0.002
```
Positions in Å, forces in eV/Å.

These are the Mulliken partial charges, in e, on atoms 1 to 8: number 1, Cd, carries 1.24; number 2, C, carries -0.98; number 3, N, carries 0.15; number 4, C, carries -0.93; number 5, C, carries 0.90; number 6, O, carries -1.01; number 7, C, carries -0.77; number 8, O, carries -0.28


Record 5
The following is a DFT calculation (ωB97M-V/def2-TZVPD) of a 6-piece molecular cluster, C8H16Cl10O overall in a non-equilibrium geometry.

## Properties
maximum force	4.48	eV Å⁻¹
multiplicity	1
LUMO level	0.14	eV
energy relative to the best compared isomer or geometry (same formula, charge and spin)	125.2	kJ/mol
E	-4991.51663	hartree
E_HOMO	-9.748	eV

```
35
Properties=species:S:1:pos:R:3:forces:R:3
C 0.967 -5.014 -2.019 0.815 0.558 1.147
C -0.238 -4.745 -2.826 -3.354 -2.648 -1.351
C -0.196 -3.670 -3.944 -0.225 -1.731 1.084
O -1.268 -5.475 -2.696 3.093 2.526 -0.206
H 1.596 -4.126 -1.947 0.015 0.128 0.008
H 1.628 -5.796 -2.393 -0.344 -0.140 -0.428
H 0.687 -5.305 -1.007 -0.099 -0.070 -0.056
H -0.886 -4.026 -4.709 -0.175 0.418 0.130
H 0.803 -3.645 -4.380 0.012 0.560 0.248
H -0.542 -2.775 -3.429 0.256 0.400 -0.569
Cl 0.556 1.105 0.125 -0.816 -0.012 0.337
C -1.201 1.471 0.069 0.110 0.507 -1.062
Cl -1.462 2.860 -1.052 -0.026 -0.180 0.338
H -1.732 0.652 -0.417 0.261 -0.054 0.442
H -1.633 1.763 1.026 0.468 -0.268 -0.056
Cl -2.626 3.929 6.528 -0.277 -0.131 0.344
C -2.755 4.698 8.115 0.832 -0.139 0.693
Cl -2.050 3.679 9.485 -0.536 0.679 -1.092
H -2.136 5.592 8.032 -0.203 -0.157 0.337
H -3.780 4.935 8.398 0.185 -0.252 -0.282
Cl -6.265 -4.744 2.680 -0.413 0.184 -0.058
C -4.749 -5.438 2.099 -0.292 -0.131 0.403
Cl -3.577 -4.166 1.731 0.041 -0.284 -0.041
H -4.420 -6.043 2.945 0.407 0.048 -0.443
H -4.973 -6.034 1.215 0.269 0.193 0.131
Cl 7.878 0.983 2.131 -0.745 -0.478 -0.264
C 7.025 0.323 0.707 1.106 0.577 -0.873
Cl 8.244 0.495 -0.709 -1.413 -0.409 0.975
H 6.712 -0.716 0.812 0.623 0.084 0.145
H 6.136 0.910 0.474 0.427 0.226 0.017
Cl 0.274 6.795 -6.336 -0.341 -0.354 0.237
C 0.736 7.664 -4.887 0.706 0.730 0.229
Cl 2.432 8.241 -5.107 -0.463 0.101 0.266
H 0.070 8.518 -4.759 0.262 -0.022 -0.209
H 0.746 7.104 -3.952 -0.164 -0.459 -0.521
```
Positions in Å, forces in eV/Å.

These are the Mulliken partial charges, in e, on atoms 1 to 8: number 1, C, carries -0.97; number 2, C, carries 0.68; number 3, C, carries -0.90; number 4, O, carries -0.58; number 5, H, carries 0.32; number 6, H, carries 0.27; number 7, H, carries 0.30; number 8, H, carries 0.30


Record 6
The following is a DFT calculation (ωB97M-V/def2-TZVPD) of C8H16Cl2OPb as an isolated structure in a non-equilibrium geometry.

## Properties
maximum force	7.64	eV Å⁻¹
multiplicity	1
LUMO level (alpha / beta)	-2.09 / -2.09	eV
energy relative to the best compared isomer or geometry (same formula, charge and spin)	189.9	kJ/mol
E	-1502.74833	hartree
E_HOMO (alpha / beta)	-8.712 / -8.711	eV

```
28
Properties=species:S:1:pos:R:3:forces:R:3
Pb 0.790 -0.384 -0.335 -3.858 -2.412 6.142
Cl 1.693 -2.723 -0.162 -0.193 -0.310 0.085
Cl 1.878 1.186 1.460 0.079 0.350 -0.019
C 2.278 0.134 -1.517 0.625 2.470 -4.999
H 2.723 1.128 -1.389 0.229 -0.627 0.083
H 2.807 -0.634 -2.085 0.137 0.418 0.135
C -0.392 1.103 -2.030 -1.936 0.404 2.890
C 0.724 0.491 -2.535 5.127 -1.087 -4.584
H -0.257 1.886 -1.278 0.000 0.262 -0.484
C 0.503 -0.699 -3.531 -0.036 0.624 0.520
H 1.305 1.248 -3.090 0.121 0.244 -0.164
C -0.667 -0.381 -4.464 0.111 0.021 0.052
H 1.427 -0.857 -4.107 -0.262 0.054 0.285
H 0.306 -1.622 -2.966 0.012 0.082 -0.054
C -1.948 -0.113 -3.675 -0.013 -0.104 0.261
H -0.408 0.503 -5.059 -0.020 -0.096 -0.006
H -0.819 -1.213 -5.161 -0.031 0.170 0.072
C -1.774 0.946 -2.556 -0.730 -0.390 -0.490
H -2.744 0.212 -4.355 0.119 -0.072 0.191
H -2.285 -1.050 -3.216 0.071 0.088 -0.077
H -2.115 1.925 -2.945 0.335 -0.153 0.281
H -2.470 0.707 -1.730 0.359 0.299 -0.240
C 0.427 -1.005 3.548 -0.097 -0.134 0.200
O -0.421 -0.314 2.638 0.520 0.808 -0.369
H 0.722 -1.974 3.122 -0.062 0.142 0.192
H -0.139 -1.148 4.478 0.290 -0.157 -0.086
H 1.335 -0.421 3.755 -0.230 -0.224 0.004
H 0.102 0.486 2.387 -0.667 -0.668 0.179
```
Positions in Å, forces in eV/Å.

These are the Mulliken partial charges, in e, on atoms 1 to 8: number 1, Pb, carries 0.88; number 2, Cl, carries -0.52; number 3, Cl, carries -0.61; number 4, C, carries -1.09; number 5, H, carries 0.47; number 6, H, carries 0.39; number 7, C, carries -0.73; number 8, C, carries 0.42